16
Properties=species:S:1:pos:R:3 method="wB97M-V/def2-TZVPD" homo_lumo_gap_ev="5.18 / 8.04" homo_ha="-0.1574 / -0.3399" multiplicity=3 e_lumo_ha="0.0330 / -0.0443"
Si 2.339 0.220 0.073
H 0.472 2.646 -0.207
C -0.799 -1.994 0.328
H -1.130 -2.663 -0.394
C -0.057 1.731 -0.288
H 0.240 -2.182 0.626
H -2.239 2.342 -0.644
H 2.674 0.268 -1.396
C -0.793 -0.496 0.035
H -1.363 -2.212 1.238
N -1.795 0.340 -0.061
H 3.272 1.294 0.707
H 2.815 -1.174 0.765
C 0.534 0.423 -0.137
C -1.450 1.610 -0.343
H -2.721 -0.152 -0.304